{
  "formula": "C9H14",
  "method": "ωB97M-V with the def2-TZVPD basis set",
  "elements": ["C", "C", "H", "H", "H", "H", "H", "H", "C", "C", "C", "C", "C", "C", "C", "H", "H", "H", "H", "H", "H", "H", "H"],
  "positions_angstrom": [[0.7255, -1.3328, 3.0207], [0.7586, -2.7086, 2.3163], [0.9913, -0.5659, 2.2992], [-0.2805, -1.0798, 3.3642], [1.4133, -1.2795, 3.8650], [1.1461, -2.6251, 1.3013], [-0.2462, -3.1285, 2.2874], [1.3407, -3.4137, 2.9168], [-1.6640, -0.7369, -1.2816], [0.7269, 1.9087, -2.6497], [-0.0515, 0.7651, -2.5377], [0.7254, 2.8662, -1.5681], [-0.7916, 0.4684, -1.4055], [0.0804, 2.5345, -0.3974], [-0.6656, 1.3542, -0.2762], [1.3052, 2.1311, -3.5394], [-0.0571, 0.0767, -3.3795], [1.3875, 3.7208, -1.6314], [0.0623, 3.2011, 0.4634], [-1.5129, -1.2467, -0.3126], [-1.3810, -1.4890, -2.0295], [-1.2731, 1.1522, 0.5961], [-2.7396, -0.5726, -1.4218]],
  "forces_ev_per_a": [[-0.1, -0.1, -0.4], [-0.2, 0.1, 0.8], [0.1, 0.3, 0.1], [0.1, -0.1, 0.1], [0.0, 0.0, 0.0], [0.0, -0.2, 0.1], [0.0, 0.0, -0.3], [0.2, 0.0, -0.3], [0.3, -0.7, -0.3], [0.3, 0.6, 0.3], [-0.1, -0.3, -0.1], [0.3, -0.4, -0.2], [-0.1, 0.4, 0.0], [-0.5, 0.0, 0.2], [0.0, -0.2, -0.2], [-0.1, -0.2, -0.1], [-0.1, -0.1, 0.0], [-0.2, 0.2, 0.1], [0.3, 0.1, -0.1], [-0.1, 0.2, 0.0], [0.0, 0.1, -0.1], [0.1, 0.1, 0.2], [0.0, 0.2, 0.2]],
  "nbo_charge": [-0.6633, -0.6399, 0.2239, 0.1985, 0.1861, 0.2147, 0.1979, 0.1862, -0.6219, -0.3844, -0.2163, -0.3514, -0.1409, -0.2244, -0.3943, 0.1757, 0.1708, 0.1780, 0.1775, 0.1769, 0.1875, 0.1790, 0.1844],
  "lumo_ev": [3.8, 3.6],
  "homo_energy_ev": [1.051, -3.600],
  "e_above_lowest_kcal_mol": 5.35,
  "spin_multiplicity": 2,
  "s2": 0.7584,
  "charge": -1
}

{
  "formula": "C9H14",
  "method": "ωB97M-V with the def2-TZVPD basis set",
  "elements": ["C", "C", "H", "H", "H", "H", "H", "H", "C", "C", "C", "C", "C", "C", "C", "H", "H", "H", "H", "H", "H", "H", "H"],
  "positions_angstrom": [[0.5101, -3.4619, 0.0881], [-0.1959, -3.2233, 1.3885], [-0.1120, -3.8704, -0.7021], [0.5915, -2.4762, -0.4175], [1.5185, -3.8569, 0.1375], [-0.6387, -4.1019, 1.8774], [-1.0289, -2.5181, 1.3462], [0.4567, -2.7801, 2.1476], [2.1264, 1.9701, -0.4072], [-1.5530, 2.6819, 0.1008], [-2.1508, 1.5963, -0.4616], [-0.1715, 2.7983, 0.2800], [0.6457, 1.7325, -0.2743], [-1.3501, 0.5253, -0.9744], [0.0653, 0.6451, -0.8986], [-2.1747, 3.4934, 0.4908], [-3.2138, 1.4218, -0.6063], [0.1612, 3.6423, 0.8678], [-1.7758, -0.4691, -1.1232], [2.7070, 1.3076, -1.0594], [2.5601, 2.0368, 0.5969], [0.7899, 0.0075, -1.3967], [2.2331, 2.8989, -1.0003]],
  "forces_ev_per_a": [[-0.4, 2.0, -1.4], [-0.6, -0.1, 1.5], [-0.1, -1.2, 0.3], [0.5, 0.0, 0.6], [-0.1, -0.5, 0.1], [0.3, -0.2, -0.3], [0.1, 0.1, -0.6], [0.2, -0.1, -0.2], [-0.1, 0.7, -0.5], [-1.2, 0.5, 0.5], [0.0, -1.1, -0.6], [0.4, -0.5, -0.2], [0.0, -0.1, -0.7], [0.4, -0.9, 0.0], [0.3, 1.3, 0.6], [0.0, -0.1, -0.1], [-0.1, 0.7, 0.3], [0.6, -0.1, -0.1], [-0.1, 0.2, -0.3], [-0.4, -0.7, 0.5], [0.4, 0.3, -0.3], [-0.3, -0.5, -0.1], [0.2, 0.3, 0.8]],
  "nbo_charge": [-0.6375, -0.6142, 0.2041, 0.2343, 0.1985, 0.1808, 0.2232, 0.2021, -0.6307, -0.2397, -0.2979, -0.4608, -0.0718, -0.4414, -0.2567, 0.1682, 0.1741, 0.1748, 0.1603, 0.1879, 0.1874, 0.1719, 0.1831],
  "lumo_ev": [3.7, 3.7],
  "homo_energy_ev": [0.822, -3.159],
  "e_above_lowest_kcal_mol": 16.32,
  "spin_multiplicity": 2,
  "s2": 0.7606,
  "charge": -1
}